[1]
{"formula": "C35H35MoN3O3Te", "method": "ωB97M-V/def2-TZVPD", "elements": ["Te", "Mo", "O", "O", "O", "N", "N", "N", "C", "C", "C", "C", "C", "C", "C", "C", "C", "C", "C", "C", "C", "C", "C", "C", "C", "C", "C", "C", "C", "C", "C", "C", "C", "C", "C", "C", "C", "C", "C", "C", "C", "C", "C", "H", "H", "H", "H", "H", "H", "H", "H", "H", "H", "H", "H", "H", "H", "H", "H", "H", "H", "H", "H", "H", "H", "H", "H", "H", "H", "H", "H", "H", "H", "H", "H", "H", "H", "H"], "positions_angstrom": [[0.48046, -0.71997, -1.13938], [-0.33704, 1.45289, 2.09866], [-0.20993, -0.13450, 3.36262], [1.57760, 1.83323, 2.36356], [-2.12970, 1.94985, 1.77071], [0.17567, -0.33050, 1.20916], [1.23246, 4.05715, 2.14331], [-0.07717, 3.56482, 2.02402], [1.99102, -0.23082, -4.07604], [-0.40363, -4.26762, 3.99815], [5.66091, 2.32890, 2.91475], [0.05183, -0.94772, 2.34781], [-0.17482, -3.93207, -4.07366], [-2.91863, 3.01410, 1.70359], [-1.77510, 0.58311, -2.48639], [6.22282, 3.58560, 2.74552], [0.76740, -3.23531, 1.69848], [0.13157, -2.38800, 2.60479], [1.21346, -2.31695, -5.13638], [0.53477, -3.52223, -5.19585], [0.21910, -5.11106, 3.08898], [-1.56171, -0.23756, -1.37787], [4.05297, 4.51315, 2.29801], [5.41928, 4.67596, 2.43768], [-3.05669, 0.92763, -2.87585], [-4.36573, 2.70482, 1.53112], [4.29273, 2.15778, 2.77389], [3.48800, 3.25055, 2.46706], [0.57312, -4.36063, -6.43940], [-1.03540, -3.66139, -1.75852], [-0.57187, 5.95503, 2.04554], [0.46964, -1.95115, -2.88956], [-3.91707, -0.38259, -1.06429], [2.03298, 3.06462, 2.32309], [-4.13416, 0.43091, -2.16087], [-0.98689, 4.51916, 1.96116], [0.81225, -4.59633, 1.94216], [-0.21769, -3.16951, -2.91605], [1.20922, -1.51751, -3.99733], [-2.37909, 4.25660, 1.79794], [-2.63504, -0.72806, -0.63116], [-2.52950, -1.59661, 0.58818], [-0.44171, -2.90353, 3.76523], [3.84412, 1.18348, 2.90600], [-2.57456, -0.99486, 1.50149], [0.05661, 6.11633, 2.91958], [-0.51694, -3.54350, -0.80252], [3.41742, 5.35309, 2.05935], [0.25300, -6.17443, 3.27943], [-0.91417, -2.23251, 4.46856], [-4.50708, 2.12460, 0.62128], [-3.36916, -2.29010, 0.61889], [-3.20886, 1.56004, -3.73837], [-1.26781, -4.71759, -1.87506], [7.29042, 3.71854, 2.85559], [-0.93418, 0.94577, -3.06395], [5.86073, 5.65332, 2.30526], [0.03204, -5.29413, -6.30395], [-1.61054, -2.17812, 0.62165], [1.99910, 0.35172, -3.15515], [-1.44174, 6.60224, 2.08175], [-4.76547, -0.77878, -0.51951], [-5.14454, 0.66926, -2.46355], [-3.03719, 5.10885, 1.74508], [-0.85494, -4.67302, 4.89264], [1.25403, -2.82559, 0.82072], [-1.98059, -3.11717, -1.69548], [1.57877, 0.40516, -4.86059], [6.28799, 1.48220, 3.15685], [-4.71891, 2.10328, 2.36988], [1.31602, -5.25359, 1.24741], [0.03966, 6.21160, 1.18012], [1.60032, -4.59868, -6.71394], [0.12629, -3.82846, -7.27917], [1.77377, -1.98077, -6.00063], [3.02857, -0.43686, -4.33782], [-4.95367, 3.61729, 1.47227], [-0.70926, -4.87279, -4.10067]], "atomic_forces_ev_per_a": [[-0.0379, 0.0731, -0.1777], [0.5754, -0.7587, 0.4389], [-0.1843, 0.2958, -0.0213], [-0.2468, -0.0194, -0.0639], [-0.3853, 0.2531, -0.0749], [-0.1897, 0.2390, 0.0762], [-0.1504, -0.2420, 0.0075], [0.1711, 0.4143, -0.0149], [0.0368, 0.0825, 0.0788], [-0.0007, -0.0107, 0.0095], [-0.0185, 0.0209, -0.0161], [0.1164, 0.0756, -0.1054], [-0.0052, 0.0321, 0.0262], [0.2687, -0.1694, 0.0496], [-0.0403, -0.0041, 0.0254], [0.0225, -0.0101, 0.0128], [0.0071, 0.0175, 0.0220], [0.0905, -0.1007, 0.0009], [-0.0073, 0.0395, 0.0420], [-0.0105, -0.0173, 0.0042], [0.0082, 0.0065, -0.0227], [-0.0367, 0.0005, 0.0398], [0.0302, -0.0556, 0.0327], [-0.0176, -0.0111, -0.0131], [0.0733, 0.0044, -0.0145], [0.0566, 0.1280, 0.0291], [0.0355, 0.0292, -0.0026], [-0.0804, 0.0484, 0.0259], [-0.0040, -0.0199, -0.0121], [-0.0093, -0.0115, 0.1244], [0.0827, -0.0877, -0.0029], [0.1386, 0.0024, 0.0767], [-0.0326, 0.0568, 0.0609], [0.2389, 0.0629, -0.0613], [-0.0496, 0.0069, 0.0154], [-0.2577, 0.0836, -0.1011], [-0.0133, 0.0222, 0.0300], [-0.0639, -0.0420, -0.0696], [0.0284, -0.0574, -0.0552], [-0.0218, -0.1778, 0.0194], [-0.0386, 0.0830, -0.0468], [0.0618, -0.1175, 0.0578], [0.0206, 0.0288, -0.0621], [-0.0149, -0.0098, 0.0000], [-0.0151, -0.0135, -0.0559], [-0.0071, -0.0045, 0.0124], [-0.0146, -0.0070, -0.0618], [-0.0341, 0.0264, -0.0088], [0.0007, -0.0423, 0.0045], [-0.0057, 0.0174, 0.0074], [-0.0063, -0.0693, -0.0904], [-0.0124, -0.0234, 0.0113], [-0.0021, 0.0306, -0.0325], [-0.0192, -0.0342, 0.0033], [0.0225, -0.0011, 0.0015], [0.0490, 0.0231, -0.0309], [0.0197, 0.0370, -0.0009], [-0.0164, -0.0322, -0.0026], [-0.0869, 0.0294, -0.0396], [-0.0044, -0.0428, -0.0437], [-0.0328, 0.0217, -0.0045], [-0.0203, -0.0040, 0.0175], [-0.0310, 0.0001, -0.0074], [-0.0378, -0.0026, 0.0000], [-0.0067, -0.0168, 0.0181], [-0.0237, -0.0021, 0.0447], [0.0136, -0.0139, -0.0001], [0.0029, 0.0279, -0.0039], [0.0133, -0.0173, 0.0086], [0.0186, -0.0041, 0.0059], [0.0124, -0.0263, -0.0127], [0.0267, -0.0024, -0.0127], [0.0326, -0.0076, -0.0141], [-0.0128, 0.0195, -0.0233], [0.0367, 0.0196, -0.0498], [0.0171, -0.0018, -0.0154], [0.0042, -0.0091, 0.0039], [-0.0266, -0.0585, 0.0039]], "lowdin_charge": [1.7338, 1.8259, -0.1818, -0.2149, -0.2493, -0.2755, 0.0872, -0.1039, -0.0782, -0.0522, -0.0678, -0.5752, -0.0014, -0.3778, -0.1358, -0.0721, -0.0510, -0.1749, -0.0109, -0.2482, -0.0558, -0.4147, -0.0231, -0.0686, -0.0684, 0.0089, -0.0202, -0.1528, -0.0365, -0.0492, -0.0186, -0.3736, -0.0493, -0.4080, -0.0658, -0.2754, -0.0592, -0.2905, -0.3060, 0.0025, -0.3088, -0.0574, -0.0011, 0.1132, 0.0828, 0.0918, 0.0436, 0.1107, 0.1117, 0.1221, 0.0803, 0.0972, 0.1116, 0.0893, 0.1074, 0.0937, 0.1071, 0.0779, 0.0374, 0.0125, 0.0809, 0.1208, 0.1125, 0.1180, 0.1124, 0.0774, 0.0832, 0.0914, 0.1068, 0.1008, 0.1123, 0.0978, 0.0880, 0.0887, 0.1306, 0.0903, 0.0925, 0.1206], "total_energy_ev": -56618.5781, "multiplicity": 4, "homo_energy_ev": [-10.698, -10.803], "total_charge": 1, "lumo_ev": [-3.529, -4.771], "relative_energy_kj_mol": 19.7, "gap_ev": [7.17, 6.03]}

=====

[2]
{"formula": "C35H35MoN6O2S4Si", "method": "ωB97M-V/def2-TZVPD", "elements": ["Mo", "S", "S", "S", "S", "Si", "O", "O", "N", "N", "N", "N", "N", "N", "C", "C", "C", "C", "C", "C", "C", "C", "C", "C", "C", "C", "C", "C", "C", "C", "C", "C", "C", "C", "C", "C", "C", "C", "C", "C", "C", "C", "C", "C", "C", "C", "C", "C", "C", "H", "H", "H", "H", "H", "H", "H", "H", "H", "H", "H", "H", "H", "H", "H", "H", "H", "H", "H", "H", "H", "H", "H", "H", "H", "H", "H", "H", "H", "H", "H", "H", "H", "H", "H"], "positions_angstrom": [[-0.83337, -0.34662, 0.51530], [-1.70182, -2.28239, -0.99745], [0.23595, -2.60437, 1.04282], [0.44814, 1.87417, 4.61404], [0.72419, 0.79130, 1.83290], [-2.70746, 1.05769, -1.77156], [1.86388, 1.56629, -0.51396], [-2.19670, 1.17468, 0.97772], [-1.01904, 1.03283, -1.16448], [-1.80046, -5.71653, -2.54738], [1.28553, -6.18927, 0.57657], [-1.31777, -0.81521, 2.47662], [0.87460, -0.80266, -0.94576], [-1.18505, 0.08232, 3.49587], [1.15092, 4.46430, -2.60417], [-4.08641, 2.13880, 2.06440], [-0.58657, -3.36449, -0.26327], [-4.80114, -0.45399, 2.83877], [5.32245, 0.54122, -0.19651], [4.04417, 0.97434, 0.12336], [-0.01124, -2.02117, 8.19859], [-0.15874, 0.82112, 3.34722], [3.50252, 1.07028, -2.22857], [-2.62314, 0.63646, -3.61446], [0.78490, -0.89706, 8.37479], [-0.50815, 0.29349, 6.71849], [-0.76819, 1.54606, 5.92608], [-2.51099, -1.19812, 1.97284], [1.74748, 3.56407, -1.74739], [-1.30235, -0.83525, 6.54964], [4.78602, 0.64286, -2.53136], [-0.41925, -4.68395, -0.63377], [-0.24276, 2.09335, -1.64777], [-1.05482, -1.98565, 7.28603], [0.53559, 0.25020, 7.63887], [-3.99610, -0.19245, -1.21886], [-5.26929, 1.90281, 2.74451], [-5.64196, 0.61300, 3.12077], [-2.90136, -2.65203, 1.97778], [-3.26448, 1.05534, 1.74182], [1.10807, 2.40630, -1.32484], [0.52251, -5.51540, 0.03586], [-0.12989, 4.16139, -3.03268], [-3.60335, -0.22767, 2.17512], [-3.56986, 2.69750, -1.39757], [5.70107, 0.37678, -1.52114], [3.13835, 1.23813, -0.89573], [-0.77947, 3.03451, -2.57081], [-1.18252, -5.25302, -1.69186], [-4.87988, 0.18903, -1.74796], [-2.06127, -3.31606, 1.81405], [-0.64966, 4.80973, -3.72746], [0.86804, -0.09938, -1.67408], [1.79201, -0.84105, -0.51566], [-3.68448, -2.85213, 1.24815], [-2.41756, -0.43512, -3.68834], [-5.92271, 2.73565, 2.97600], [-3.85514, -1.21530, -1.55607], [-0.71008, 2.42507, 6.56988], [6.02548, 0.33061, 0.59905], [-6.57628, 0.44738, 3.64078], [1.60279, -0.91607, 9.08408], [1.66915, 5.35691, -2.92635], [2.78830, 1.28699, -3.01252], [-1.86137, 1.15851, -4.19133], [0.69011, -1.69900, -1.38482], [-5.06979, -1.45509, 3.15196], [-3.29238, -2.86502, 2.97857], [0.18484, -2.92149, 8.76683], [5.06915, 0.50964, -3.56767], [-1.67497, -2.86055, 7.13760], [-3.59443, 0.81345, -4.08584], [-1.75267, 1.52350, 5.46205], [-3.79971, 3.13381, 1.75010], [2.75672, 3.72884, -1.39128], [-4.24632, -0.19058, -0.16122], [3.72321, 1.09991, 1.14848], [-2.88560, 3.45884, -1.02523], [6.69898, 0.03825, -1.76560], [-2.10073, -0.81021, 5.82052], [-1.77601, 2.89351, -2.94918], [-4.32482, 2.51907, -0.62999], [-4.08077, 3.09498, -2.27986], [1.16456, 1.12371, 7.77089]], "atomic_forces_ev_per_a": [[0.1440, 0.2609, -0.3472], [-0.0381, -0.0628, -0.1192], [0.0129, -0.0912, 0.0073], [-0.0948, 0.0175, -0.0385], [0.0987, 0.1072, 0.1367], [0.0974, -0.0600, 0.0675], [0.0709, 0.1261, 0.0855], [-0.1666, -0.1968, -0.1865], [0.0213, 0.0787, -0.1235], [-0.0024, -0.0069, -0.0155], [0.0193, -0.0095, 0.0129], [0.0848, -0.1444, 0.2615], [-0.0501, -0.0504, -0.0068], [-0.1051, 0.1012, 0.0259], [0.0312, 0.0040, 0.0129], [-0.0323, 0.0185, 0.0147], [-0.0793, 0.0884, -0.0140], [-0.0288, -0.0069, 0.0217], [-0.0140, 0.0042, 0.0006], [-0.0111, -0.0310, -0.0026], [-0.0069, 0.0022, -0.0054], [0.1197, -0.0107, -0.0202], [0.0070, 0.0355, -0.0042], [-0.0146, 0.0148, 0.0158], [-0.0024, 0.0059, -0.0018], [0.0022, 0.0003, -0.0098], [0.0180, -0.0501, 0.0175], [-0.2356, -0.1003, 0.3902], [-0.0199, 0.0025, 0.0170], [0.0131, 0.0174, 0.0147], [0.0073, -0.0066, 0.0297], [0.0253, 0.0135, 0.0101], [0.0412, -0.0695, 0.0598], [0.0031, -0.0034, 0.0019], [0.0025, -0.0065, -0.0062], [-0.0489, 0.0502, -0.0187], [0.0329, 0.0007, -0.0182], [-0.0002, -0.0115, -0.0029], [0.0620, 0.0039, -0.0714], [0.0531, 0.0094, 0.0619], [-0.0211, -0.0475, -0.0525], [-0.0173, -0.0050, -0.0148], [-0.0381, -0.0309, -0.0040], [0.1229, 0.0437, -0.0947], [-0.0332, -0.0109, -0.0086], [0.0026, 0.0028, -0.0178], [-0.0635, -0.0420, -0.0772], [0.0048, 0.0575, -0.0198], [-0.0076, -0.0033, 0.0125], [-0.0076, 0.0025, 0.0130], [-0.0169, 0.0082, 0.0168], [-0.0027, 0.0035, -0.0033], [-0.0078, -0.0167, 0.0288], [-0.0233, 0.0007, -0.0069], [0.0119, 0.0147, -0.0097], [-0.0065, -0.0113, 0.0038], [0.0009, 0.0036, 0.0017], [0.0148, -0.0012, -0.0184], [0.0150, -0.0002, -0.0118], [0.0015, -0.0020, 0.0053], [-0.0030, -0.0068, 0.0016], [0.0024, -0.0004, 0.0029], [0.0016, 0.0049, -0.0005], [0.0076, -0.0105, -0.0027], [0.0116, 0.0103, 0.0053], [0.0012, 0.0171, 0.0158], [-0.0013, -0.0048, 0.0033], [-0.0193, -0.0046, -0.0021], [0.0016, -0.0019, 0.0011], [-0.0010, 0.0007, -0.0068], [-0.0010, -0.0027, -0.0031], [-0.0049, 0.0063, -0.0130], [-0.0012, 0.0062, -0.0089], [0.0051, 0.0020, 0.0040], [0.0129, 0.0015, 0.0053], [0.0295, -0.0306, 0.0043], [-0.0010, 0.0065, 0.0164], [0.0038, -0.0040, 0.0149], [0.0071, -0.0011, -0.0016], [-0.0188, -0.0044, -0.0140], [0.0136, -0.0078, 0.0039], [-0.0152, -0.0037, -0.0052], [0.0181, 0.0125, -0.0146], [0.0052, 0.0041, -0.0018]], "lowdin_charge": [1.2493, 0.6685, 0.6814, 0.8981, 0.7135, 0.4095, -0.1601, -0.2799, -0.2099, 0.1343, 0.1344, -0.2834, -0.0807, -0.0211, -0.1046, -0.0167, -1.0849, -0.0309, -0.0809, -0.0074, -0.1018, -1.0196, -0.0191, -0.1706, -0.0945, -0.2944, -0.4279, -0.3904, -0.0380, -0.0464, -0.0810, -0.3789, -0.2536, -0.0820, -0.0616, -0.2067, -0.0934, -0.1041, -0.0751, -0.3779, -0.2140, -0.2626, -0.0962, -0.1709, -0.1663, -0.1040, -0.3086, -0.0854, -0.2623, 0.0458, 0.0252, 0.1007, 0.0496, 0.0436, 0.0834, 0.0237, 0.0963, -0.0294, 0.0747, 0.1026, 0.0901, 0.0967, 0.0940, 0.1245, 0.0205, 0.0092, 0.1057, 0.0873, 0.0958, 0.1019, 0.1002, 0.0325, 0.0760, 0.1141, 0.1245, 0.0195, 0.1032, 0.0357, 0.0955, 0.1014, 0.0505, 0.0180, 0.0367, 0.1093], "total_energy_ev": -102976.8143, "homo_energy_ev": [-5.126, -5.123], "total_charge": -1, "lumo_ev": [1.049, 1.042], "relative_energy_kj_mol": 0.0, "gap_ev": [6.18, 6.17]}